C4H4N2O | the ωB97M-V functional and the def2-TZVPD basis

Geometry (Å):
1 N 2.493 0.680 0.480
2 C 1.700 0.051 -0.079
3 C 0.680 -0.692 -0.848
4 O -0.411 -1.098 -0.065
5 C -1.335 -0.056 0.102
6 C -0.964 0.905 1.161
7 N -0.683 1.701 1.950
8 H 1.121 -1.595 -1.284
9 H 0.311 -0.002 -1.640
10 H -1.379 0.522 -0.847
11 H -2.300 -0.516 0.341

SMILES string = N#CCOCC#N
Energy above the lowest of the compared OMol25 structures with the same formula, charge and spin = 41.7 kcal/mol
E = -339.5152 Ha
Net charge = 0